Below is an isolated molecule of C3H6N4S, with properties calculated with wB97M-V/def2-TZVPD.

```
! wB97M-V def2-TZVPD RIJCOSX def2/J DEFGRID3
* xyz 0 1
S -1.7178 -0.8992 1.7355
N -0.8939 -2.0920 0.8981
N -0.1704 0.4269 -0.7524
N 1.3186 2.7475 -0.2345
N 0.6338 0.5257 0.3001
C -0.5842 -0.7377 -1.1075
C 1.3625 1.7024 0.4665
C -0.5192 -1.9858 -0.3270
H 2.0806 1.6038 1.2566
H -1.1196 -0.7552 -2.0331
H 0.0237 -2.8519 -0.7465
H -1.9658 -0.0080 0.7541
H 0.9347 -0.3172 0.7784
H 0.6171 2.6408 -0.9883
*
```

Its relative energy (zero: lowest compared OMol25 entry of this formula, charge and spin) is 68.55 kcal/mol. The gap between HOMO and LUMO is 9.22 eV. As for the total energy: -20001.3636 eV. The value obtained for the LUMO energy is -0.081 eV. The structure (SMILES) is [H]/N=C\N/N=C\C=N/S. For the highest occupied orbital energy, the calculation gives -9.3 eV.

How positive or negative is each atom? The Mulliken charges in e answer that: number 1, S, carries -0.07; number 2, N, carries -0.40; number 3, N, carries -0.69; number 4, N, carries -0.60; number 5, N, carries 0.31; number 6, C, carries -0.16; number 7, C, carries -0.05; number 8, C, carries -0.13; number 9, H, carries 0.34; number 10, H, carries 0.37; number 11, H, carries 0.35; number 12, H, carries 0.18; number 13, H, carries 0.26; number 14, H, carries 0.30

=====

Below is a structure of composition C17H14CoN3O2S, with properties calculated with wB97M-V/def2-TZVPD.

```
! wB97M-V def2-TZVPD RIJCOSX def2/J DEFGRID3
* xyz -1 2
Co -0.1158 0.0591 0.0074
S 4.5659 -0.0738 -0.1160
O 0.0233 -0.1480 1.9761
O -0.7268 1.8591 0.0067
N 1.8171 0.0126 -0.3404
N -0.5097 0.0812 -1.9488
N -0.7686 -1.7930 -0.1347
C -0.6813 -2.7123 0.7781
C -0.3909 -1.2642 -2.4607
C 0.4809 -1.1868 4.0101
C 0.1190 -3.5470 4.2933
C 0.5026 -2.3006 4.8059
C -0.4074 5.1157 -1.4649
C 0.0621 -1.2272 2.6480
C -0.2328 2.4369 -2.2706
C -0.1552 1.0864 -2.7007
C -1.1159 -2.1906 -1.4819
C -0.0660 4.8049 -2.7807
C -0.5334 2.7501 -0.9012
C -0.2727 -3.6364 2.9831
C 2.9805 -0.0081 -0.1934
C -0.3175 -2.5169 2.1317
C -0.6204 4.1136 -0.5485
C 0.0207 3.4871 -3.1652
H 0.6682 -1.5551 -2.5168
H 0.8189 -2.2292 5.8404
H 0.1169 5.5976 -3.4937
H 0.2787 3.2365 -4.1864
H -0.8558 -3.2416 -1.6844
H -0.8681 -3.7554 0.4936
H -0.8600 4.3389 0.4801
H -2.2001 -2.0718 -1.6129
H 0.7689 -0.2186 4.3945
H -0.5792 -4.5917 2.5746
H 0.1486 -4.4300 4.9197
H -0.8276 -1.3455 -3.4671
H -0.5001 6.1507 -1.1631
H 0.2325 0.9140 -3.7094
*
```

Its relative energy (zero: lowest compared OMol25 entry of this formula, charge and spin) is 15.83 kcal/mol. The gap between HOMO and LUMO (alpha / beta) is 7.11 / 7.05 eV. As for the total energy: -74886.6385 eV. The value obtained for the LUMO energy (alpha / beta) is 2.839 / 2.882 eV. For the highest occupied orbital energy (alpha / beta), the calculation gives -4.3 / -4.2 eV.

How positive or negative is each atom? The Mulliken charges in e answer that: number 1, Co, carries -0.11; number 2, S, carries -0.57; number 3, O, carries -0.59; number 4, O, carries -0.77; number 5, N, carries -0.46; number 6, N, carries 0.09; number 7, N, carries 0.14; number 8, C, carries 0.18; number 9, C, carries -0.79; number 10, C, carries -0.59; number 11, C, carries -0.62; number 12, C, carries -0.38; number 13, C, carries -0.38; number 14, C, carries 0.47; number 15, C, carries 0.54; number 16, C, carries -0.05; number 17, C, carries -0.71; number 18, C, carries -0.63; number 19, C, carries 0.54; number 20, C, carries -0.69; number 21, C, carries 0.48; number 22, C, carries 0.33; number 23, C, carries -0.59; number 24, C, carries -0.69; number 25, H, carries 0.30; number 26, H, carries 0.35; number 27, H, carries 0.37; number 28, H, carries 0.31; number 29, H, carries 0.44; number 30, H, carries 0.21; number 31, H, carries 0.41; number 32, H, carries 0.22; number 33, H, carries 0.41; number 34, H, carries 0.29; number 35, H, carries 0.37; number 36, H, carries 0.50; number 37, H, carries 0.35; number 38, H, carries 0.32

=====

Below is an isolated molecule of C18H21ClN2O5S, with properties calculated with wB97M-V/def2-TZVPD.

```
! wB97M-V def2-TZVPD RIJCOSX def2/J DEFGRID3
* xyz 0 1
Cl -1.9906 5.0666 0.5978
S 0.2198 0.1692 0.7644
O 0.4125 5.7526 2.7034
O -3.4545 -3.4369 0.0138
O -0.8590 -0.0088 -0.1788
O 1.4804 -4.4448 -0.6844
O 0.2383 -0.6920 1.9072
N -0.1349 -2.9444 -0.2161
N 1.7122 0.0690 0.0344
C -2.5505 -4.3703 -1.7896
C -4.4113 -3.5396 -0.9226
C -3.9158 -4.1056 -2.0555
C -2.3211 -3.9466 -0.5126
C 0.2396 4.5293 2.1717
C 0.2306 1.8727 1.3000
C 2.0935 -0.0114 -2.4134
C 1.3265 -1.3209 -2.2544
C 1.0831 -3.2959 -0.6608
C 1.9698 -2.1407 -1.1292
C -0.4595 6.8394 2.4605
C 1.8503 0.8583 -1.1751
C -0.7303 4.0764 1.2673
C 1.2024 2.2917 2.1921
C 1.1985 3.6000 2.6143
C -1.0741 -3.9173 0.3070
C -0.7251 2.7525 0.8445
C 2.3731 -1.2157 0.0464
H -5.3898 -3.1848 -0.6663
H 3.1587 -0.2246 -2.5209
H 0.2854 -1.0906 -2.0223
H 2.6684 1.5760 -1.0356
H -1.8351 -4.8181 -2.4481
H -1.4769 2.3984 0.1560
H -0.4353 -1.9811 -0.2002
H 2.8802 -2.6112 -1.5151
H -0.5656 -4.8856 0.2762
H -1.4800 6.6183 2.7775
H -0.4529 7.1383 1.4109
H -4.4488 -4.3109 -2.9612
H 1.7636 0.5264 -3.3021
H 0.9199 1.4191 -1.2902
H 1.9358 1.5859 2.5449
H -0.0622 7.6519 3.0683
H -1.3291 -3.6592 1.3393
H 1.9360 3.9644 3.3116
H 2.1261 -1.6756 1.0042
H 3.4508 -1.0279 0.0216
H 1.3469 -1.8959 -3.1808
*
```

Its relative energy (zero: lowest compared OMol25 entry of this formula, charge and spin) is 10.05 kcal/mol. The gap between HOMO and LUMO is 8.71 eV. As for the total energy: -55581.1713 eV. The value obtained for the LUMO energy is 0.441 eV. The structure (SMILES) is COc1ccc(S(=O)(=O)N2CCC[C@H](C(=O)NCc3ccco3)C2)cc1Cl. For the highest occupied orbital energy, the calculation gives -8.3 eV.

How positive or negative is each atom? The Mulliken charges in e answer that: number 1, Cl, carries -0.23; number 2, S, carries 1.48; number 3, O, carries -0.44; number 4, O, carries -0.34; number 5, O, carries -0.75; number 6, O, carries -0.72; number 7, O, carries -0.74; number 8, N, carries 0.30; number 9, N, carries 0.26; number 10, C, carries -0.40; number 11, C, carries -0.49; number 12, C, carries -0.46; number 13, C, carries 0.46; number 14, C, carries 0.62; number 15, C, carries -0.62; number 16, C, carries -0.86; number 17, C, carries -0.77; number 18, C, carries -0.08; number 19, C, carries 0.61; number 20, C, carries -0.86; number 21, C, carries -0.71; number 22, C, carries 0.43; number 23, C, carries -0.73; number 24, C, carries -0.82; number 25, C, carries -1.08; number 26, C, carries -0.22; number 27, C, carries -1.26; number 28, H, carries 0.47; number 29, H, carries 0.37; number 30, H, carries 0.31; number 31, H, carries 0.23; number 32, H, carries 0.55; number 33, H, carries 0.61; number 34, H, carries -0.11; number 35, H, carries 0.55; number 36, H, carries 0.53; number 37, H, carries 0.37; number 38, H, carries 0.36; number 39, H, carries 0.42; number 40, H, carries 0.44; number 41, H, carries 0.49; number 42, H, carries 0.48; number 43, H, carries 0.23; number 44, H, carries 0.27; number 45, H, carries 0.41; number 46, H, carries 0.55; number 47, H, carries 0.38; number 48, H, carries 0.50

=====

> Look up the total energy of the first one.

-20001.3636 eV